Molecular formula: C30H66O12S8
Method: DFT, ωB97M-V/def2-TZVPD

```
! wB97M-V def2-TZVPD RIJCOSX def2/J DEFGRID3
* xyz 0 1
C -16.60 4.73 -19.51
S -17.75 6.11 -19.81
O -18.77 5.99 -18.69
C -16.63 7.54 -19.14
H -15.63 4.94 -19.95
H -17.08 3.77 -19.72
H -16.50 4.70 -18.43
H -15.91 7.90 -19.87
H -16.03 7.20 -18.29
H -17.25 8.37 -18.82
C -16.04 4.23 -16.10
S -14.59 3.50 -17.05
O -14.87 3.69 -18.53
C -13.22 4.63 -16.71
H -16.87 3.54 -16.16
H -16.33 5.10 -16.69
H -15.99 4.38 -15.02
H -12.67 4.44 -15.79
H -13.55 5.67 -16.67
H -12.49 4.38 -17.48
C -19.19 5.67 -12.28
S -19.08 5.63 -10.40
O -20.21 6.53 -9.85
C -17.55 6.58 -10.23
H -20.08 5.11 -12.56
H -18.38 5.03 -12.63
H -19.21 6.69 -12.67
H -17.31 6.96 -11.23
H -16.70 5.96 -9.93
H -17.77 7.31 -9.46
C -20.38 4.73 -18.84
S -21.94 4.66 -17.95
O -21.76 3.59 -16.83
C -21.65 6.22 -17.08
H -20.37 5.43 -19.67
H -20.08 3.84 -19.38
H -19.53 5.06 -18.25
H -20.65 6.49 -16.76
H -22.43 6.42 -16.33
H -21.98 6.98 -17.79
C -16.74 6.99 -14.29
S -15.88 6.61 -12.71
O -15.97 5.08 -12.50
C -14.10 6.83 -13.07
H -16.46 8.01 -14.55
H -17.79 6.88 -14.04
H -16.59 6.37 -15.17
H -13.88 6.12 -13.86
H -13.60 6.56 -12.14
H -13.73 7.85 -13.17
C -19.32 2.85 -10.75
S -20.02 2.45 -12.35
O -19.59 3.56 -13.31
C -19.02 0.87 -12.55
H -19.57 3.83 -10.34
H -18.25 2.92 -10.94
H -19.29 2.00 -10.06
H -17.99 1.21 -12.63
H -19.14 0.21 -13.41
H -19.14 0.22 -11.68
C -19.72 8.11 -18.07
S -19.69 9.51 -16.95
O -21.09 9.37 -16.33
C -18.33 8.82 -15.97
H -20.75 7.74 -18.14
H -19.22 7.17 -17.83
H -19.31 8.47 -19.01
H -17.64 8.15 -16.46
H -18.73 8.30 -15.10
H -17.70 9.66 -15.68
C -19.08 5.41 -14.37
S -18.82 5.77 -16.17
O -17.36 6.25 -16.34
C -18.80 4.02 -16.75
H -18.10 5.18 -13.95
H -19.77 4.63 -14.04
H -19.41 6.36 -13.96
H -19.79 3.59 -16.64
H -17.93 3.48 -16.37
H -18.60 4.05 -17.83
C -15.03 1.11 -14.05
C -14.72 2.33 -13.47
C -15.74 3.25 -13.32
C -17.02 2.96 -13.93
C -17.30 1.77 -14.55
C -16.26 0.91 -14.58
H -14.37 0.27 -14.15
H -13.67 2.51 -13.26
H -15.56 4.14 -12.75
H -17.79 3.71 -13.80
H -18.25 1.40 -14.91
H -16.50 -0.11 -14.83
O -19.75 0.99 -14.97
C -20.90 1.45 -14.69
O -21.73 0.84 -13.76
C -22.89 1.65 -13.50
C -22.43 3.07 -13.97
C -21.57 2.75 -15.18
H -23.09 1.69 -12.43
H -23.67 1.20 -14.12
H -21.91 3.65 -13.21
H -23.34 3.58 -14.28
H -20.76 3.46 -15.35
H -21.99 2.62 -16.17
O -21.39 -1.29 -17.80
C -20.79 -0.17 -17.98
O -19.71 -0.03 -18.82
C -19.31 1.35 -19.07
C -20.60 2.09 -18.66
C -21.26 1.26 -17.62
H -18.89 1.57 -20.05
H -18.63 1.52 -18.24
H -21.36 2.46 -19.35
H -20.46 3.07 -18.19
H -22.31 1.46 -17.84
H -20.95 1.66 -16.66
*
```

Properties
* Kohn-Sham gap: 7.64 eV
* DFT total energy: -5269.661848 Ha
* E_LUMO: -0.14 eV

Atom charges from the Mulliken analysis, given in e for atoms 1 to 8: atom 1 (C): 0.2823, atom 2 (S): -0.0329, atom 3 (O): 0.0261, atom 4 (C): -0.6718, atom 5 (H): 0.5962, atom 6 (H): 0.2801, atom 7 (H): -0.4784, atom 8 (H): 0.6038